Record 1
Molecular formula: C25H59BClF5N4O17P
Method: DFT, the ωB97M-V functional and the def2-TZVPD basis

Geometry as XYZ:
```
113
Properties=species:S:1:pos:R:3:forces:R:3
C -3.772554 1.106434 0.462165 -0.6 0.5 -2.0
N -4.284338 -0.134268 1.129924 2.8 -1.9 0.1
H 1.120663 -3.694538 -3.559918 -0.3 2.9 0.4
C 4.018438 1.377175 2.720933 0.0 0.0 0.2
H -3.008142 -3.419189 1.036496 -0.3 1.9 0.2
B 0.838153 0.705468 -0.608573 2.6 -0.3 -1.1
H -0.900891 -2.902648 1.212436 -0.2 2.2 1.0
H -5.518781 -2.213933 3.716845 1.1 0.4 0.8
N -3.683916 -2.599375 1.066365 0.6 0.3 -0.1
C -1.657362 5.961177 -2.912127 0.8 1.0 1.7
C -1.372271 5.184969 -1.472412 1.7 -1.6 2.5
H 4.693296 -0.975533 -3.395234 0.0 0.0 0.0
H 2.535392 -2.559102 -4.953759 -1.9 1.2 0.2
H 0.922203 6.207292 -1.277604 -2.0 -1.6 1.0
H 3.461714 -4.024431 -3.465515 -0.1 -0.1 0.2
H 5.855988 1.084237 -0.256349 0.2 -0.1 0.3
O 1.993104 0.704668 4.232917 -2.4 -3.1 -0.2
H -4.698174 0.365990 4.599895 0.9 -1.5 -1.9
H -3.443068 -0.121154 -1.412380 1.6 1.4 1.6
F -4.238001 3.225135 1.967862 2.3 -3.1 -1.4
F -2.221178 7.309041 -2.528822 1.4 -4.4 -2.1
O 8.450433 0.126026 -0.783882 0.6 -0.2 0.0
C 0.436477 4.738715 0.627792 -3.4 -0.7 -1.7
N -1.849424 -0.836861 1.154013 -2.4 -2.1 -0.6
H -2.394878 1.442970 -1.458975 -0.7 -1.5 1.6
O -5.382719 4.844217 -3.446835 0.2 0.1 -0.2
H -1.965715 -2.265536 -1.066699 1.8 1.8 -0.1
H 1.973431 0.817482 -2.302282 -1.8 1.2 0.9
C -1.421358 -0.233021 -0.201211 -1.9 0.7 -0.4
H 6.638508 0.112085 -6.598404 0.1 -0.2 0.1
C -5.066955 0.047525 2.375296 -2.3 -1.1 2.4
Cl -5.457094 -4.894504 2.218949 0.8 1.0 -1.4
H -6.034518 -0.649766 2.292323 2.0 1.5 0.2
O 6.053718 1.196730 0.685636 0.2 0.4 -0.6
H -5.172669 1.215518 -1.440743 0.4 1.3 2.4
C -0.381691 -0.473812 3.977894 -0.5 0.6 -0.2
H 5.555433 -1.114458 -2.142680 -0.1 0.2 -0.1
O 1.639291 -1.389896 5.425895 -3.4 5.4 -5.3
C -2.466477 4.137594 -0.764390 3.2 0.6 1.1
H -5.528573 1.128691 2.557087 1.6 -2.1 -1.0
H 9.155433 -0.415713 -0.398419 -0.3 0.3 0.0
O -5.775022 -3.590771 -0.668639 0.6 0.3 2.5
H -0.939635 -5.702844 3.874613 -0.1 0.2 -0.2
H -2.430923 -1.074171 -3.088868 2.5 0.1 0.6
H -0.799449 -1.924295 -4.955718 0.5 -0.6 2.5
H 4.115792 2.425413 3.247834 -0.3 -2.2 -0.7
H 7.843372 -0.784332 -6.322342 -0.2 0.0 0.0
H -5.661492 5.607539 -3.974767 0.1 -0.3 0.2
H -3.462869 3.974418 -1.353736 2.1 0.4 1.3
C -2.146046 3.350340 0.634862 3.3 2.9 -1.6
F -2.424433 1.816513 2.607613 -2.4 0.9 -3.3
H -3.967801 -2.421876 4.478401 -1.2 0.7 -0.5
H -2.345713 -5.220625 3.525499 0.3 0.0 0.0
H 0.753459 -0.864007 7.835717 0.1 0.0 0.2
C -2.750644 0.587786 -0.745470 -0.3 -0.4 -0.2
H -0.886051 0.003901 -3.099739 -0.3 -2.2 0.5
C -0.878403 -1.910942 3.365580 1.3 -0.3 -0.9
H -4.456628 4.711122 -3.698705 -0.4 0.1 0.1
O 7.517281 -1.089010 -3.120105 0.6 0.1 -0.3
C -0.865840 -1.811357 1.695473 2.1 -1.3 1.1
O 0.877450 -0.516746 8.731726 0.2 0.1 -0.3
H -1.238267 -3.266990 -3.706404 1.3 2.1 0.0
C -4.332569 -0.421409 3.779612 -0.4 1.3 1.0
H 8.293296 -0.276789 -1.650972 -0.3 0.1 0.2
O 2.038414 0.095443 0.066034 -2.7 -0.4 -2.0
H -1.923981 -2.276023 3.741184 2.1 0.8 -0.6
C 0.975959 -2.514229 -3.608908 -1.2 -1.3 -1.3
C -1.262271 -1.076444 -2.843909 -0.9 -0.4 -0.2
H -3.165280 -0.340567 3.766629 -2.2 -0.1 -0.3
O -0.406263 0.732838 0.122059 1.0 -1.3 -2.0
H 4.238508 -0.989758 -6.155597 -0.1 -0.3 0.2
H 2.333567 -0.701503 -0.466780 -0.1 1.5 0.8
H -0.039256 -2.708464 3.640155 -2.1 1.5 -0.5
O 4.850433 -0.572718 -2.528144 -0.1 -0.2 0.0
H 3.521825 1.567913 1.670873 0.9 -0.6 2.2
H 3.344915 -5.053908 -2.343906 -0.1 0.2 -0.1
H 6.789456 1.827098 0.696680 -0.1 -0.4 -0.1
O 2.892532 -4.287175 -2.726736 0.8 -0.5 0.1
O 4.517281 -1.753081 -5.627665 -0.2 0.0 0.0
O 6.917281 -0.651238 -6.070471 0.6 0.4 -0.3
H 7.238508 -0.325687 -3.648037 -0.2 -0.2 0.0
H 3.020209 -0.688160 2.963825 0.8 1.8 1.4
C -3.287830 -1.273274 1.146185 0.8 1.8 -0.6
C -0.628518 -2.256456 -3.822387 -0.1 0.7 -0.3
F -2.575288 5.195412 -3.793427 3.2 2.9 2.4
H -5.097887 2.891172 -0.413163 0.2 -2.3 -0.1
N -4.765517 -1.777284 4.290222 0.6 0.2 -1.1
C -1.106380 -1.446790 -1.218562 -0.4 -1.3 -1.1
H -6.109801 1.418253 0.181252 2.4 0.7 -1.0
H -6.766946 -3.522534 -0.807479 1.5 0.0 0.5
P -5.421464 -3.131040 0.978728 -2.1 0.5 -0.8
C -0.666513 3.698609 1.334676 -0.3 1.7 -3.2
H 1.475545 4.922637 1.185950 -2.6 -0.5 -1.4
C 1.135453 -0.469700 4.598876 3.2 -2.4 3.5
H 1.768252 -0.135641 8.713867 -0.3 -0.2 0.0
H 5.114403 0.975323 2.526878 -2.6 0.8 0.5
C 0.123885 5.494939 -0.795210 -3.3 -3.1 2.4
H 5.443372 -1.886175 -5.879535 -0.1 0.2 0.1
C 3.259814 0.247762 3.638552 1.8 -0.2 -0.2
C -3.193397 2.292068 1.397680 2.0 2.8 1.4
F -0.334958 6.267531 -3.575300 -4.8 -1.2 1.7
O 1.109387 1.254153 -1.975150 0.2 -2.6 2.9
C -5.092532 1.723944 -0.364041 -1.0 -0.4 0.2
H 1.382334 -1.957996 -2.663202 -0.6 -1.0 -1.8
O -1.415491 -5.103349 3.280506 -0.3 -0.2 0.2
H 0.233745 -1.419514 1.443271 -2.6 -0.6 0.3
H 8.443372 -1.222104 -3.371975 -0.3 -0.2 -0.1
H -1.174736 -0.147534 4.796643 2.0 -0.5 -1.5
H -0.112158 -2.070872 -1.001235 -1.9 1.8 -0.4
H -0.295705 3.208512 2.344211 -1.1 1.0 -2.4
H 3.983494 -0.006603 4.540219 -1.5 0.2 -2.0
O 1.643202 -2.082846 -4.874717 0.9 -1.1 1.7
H -0.412765 0.312790 3.105406 0.1 -1.4 1.9
```
Forces are in eV/Å.

Output
**Lowest unoccupied orbital energy**: -4.20 eV
**DFT total energy**: -103703.5902 eV
**Charge**: +1
**HOMO**: -11.073 eV

---

Record 2
Molecular formula: C3H7OPS2
Method: DFT, the ωB97M-V functional and the def2-TZVPD basis

Geometry as XYZ:
```
14
Properties=species:S:1:pos:R:3:forces:R:3
H 2.503348 -0.432816 1.511079 2.3 -1.1 1.4
H -2.864107 0.758000 -1.209016 -1.1 0.6 -1.1
H -3.571753 -0.614540 -0.073758 1.5 1.6 -1.0
O 0.733255 0.294533 -1.134320 -0.2 -1.4 -0.7
H -2.001492 -0.719573 -0.962513 0.3 -0.5 -0.3
C -2.672556 -0.010563 -0.522503 -0.3 -1.3 2.3
H 1.206769 -1.812917 -0.242448 -0.2 3.1 -1.1
H 0.792066 -0.238414 1.614488 -2.1 -1.3 1.2
S 1.691217 1.709070 1.033520 0.0 0.1 -0.5
H 2.456390 -0.726930 -0.938592 0.9 0.3 -0.1
C 1.642201 -0.142607 1.053479 0.0 2.5 -3.1
S -1.759606 0.846957 0.833193 1.5 0.5 -1.0
C 1.540959 -0.631761 -0.404048 -1.0 -2.3 2.2
P 0.303315 1.721563 -0.558566 -1.6 -0.7 1.9
```
Forces are in eV/Å.

Output
**Lowest unoccupied orbital energy**: 0.03 eV
**Structure (SMILES)**: CSP1OCCS1
**DFT total energy**: -36230.3941 eV
**HOMO**: -8.254 eV

---

Record 3
Molecular formula: C3H7FN2O
Method: DFT, the ωB97M-V functional and the def2-TZVPD basis

Geometry as XYZ:
```
14
Properties=species:S:1:pos:R:3:forces:R:3
H 1.358540 0.172497 -0.429593 -0.2 0.0 0.1
H -0.741953 0.270171 -1.785017 0.0 -0.2 0.0
C -0.820351 0.569331 -0.743204 0.1 0.1 -0.1
N 0.692511 1.726472 0.887511 0.0 0.1 0.2
C -0.268531 -0.562944 0.840094 0.4 0.1 0.4
H -1.389560 1.489664 -0.638645 0.0 0.0 0.1
F 0.039372 -1.324979 1.890213 -0.3 0.4 -0.7
H 0.971137 -2.186029 -1.165244 0.1 -1.1 -0.3
H 1.282132 2.379000 0.385235 0.0 0.0 0.1
O -2.426465 -1.114279 0.065602 -0.7 -0.5 0.1
C 0.468566 0.522219 0.119786 0.3 -0.1 -0.1
N -1.350790 -0.521729 0.127747 0.3 0.1 0.0
H 1.063173 -2.937359 -1.335965 -0.1 1.1 0.2
H 1.122221 1.517967 1.781482 0.1 0.1 -0.1
```
Forces are in eV/Å.

Output
**Lowest unoccupied orbital energy**: 0.69 eV
**DFT total energy**: -10965.6159 eV
**HOMO**: -8.829 eV

---

Record 4
Molecular formula: C6H15NO
Method: DFT, the ωB97M-V functional and the def2-TZVPD basis

Geometry as XYZ:
```
23
Properties=species:S:1:pos:R:3:forces:R:3
H 1.869263 -0.101229 -1.938009 -0.2 -0.3 -0.1
H 0.184070 -1.857342 -1.921107 0.5 0.3 -0.1
H -1.087494 3.766612 1.733868 0.1 0.2 0.0
H -2.256666 -0.480234 0.580167 0.0 -0.3 -1.0
C -1.097741 -2.238721 -0.257711 1.2 0.2 -1.4
H -0.337427 0.857763 0.889100 -0.3 0.1 -0.2
N 0.716712 -0.604479 -0.262165 0.6 0.3 -1.4
O -1.777127 3.161464 1.452793 -0.1 -0.2 0.2
C 1.932559 1.526650 -0.583111 0.5 0.1 -1.1
C 0.327760 -1.882442 -0.837242 -0.7 0.1 0.3
H 0.306486 0.781928 -1.796888 0.2 0.0 -0.4
C 1.171841 0.370766 -1.252742 -0.3 0.5 1.5
H -1.805058 -2.240231 -1.089202 0.0 0.1 0.1
H 2.650728 1.904273 -1.325258 -0.1 0.1 0.1
H 0.451403 -0.485592 1.725257 -0.6 0.3 0.3
H 1.293696 2.366823 -0.350266 -0.2 0.1 0.4
C -0.153621 -0.210489 0.844236 1.4 -1.3 0.0
H 1.142078 -2.577174 -0.601785 -0.5 -0.5 -0.1
H -1.050174 -3.279194 0.057055 -0.3 0.2 0.8
H -1.969501 2.651176 2.249982 0.0 0.0 -0.2
H 2.542165 1.227635 0.266277 -0.3 -0.2 0.2
C -1.378323 -1.117375 0.722432 -1.3 0.2 2.1
H -1.675628 -1.540589 1.694317 0.5 0.0 0.0
```
Forces are in eV/Å.

Output
**Lowest unoccupied orbital energy**: 0.78 eV
**Structure (SMILES)**: CCN1CCCC1.O
**DFT total energy**: -10001.8295 eV
**HOMO**: -7.643 eV

---

Record 5
Molecular formula: FHIPS
Method: DFT, the ωB97M-V functional and the def2-TZVPD basis

Geometry as XYZ:
```
5
Properties=species:S:1:pos:R:3:forces:R:3
S 2.505096 -2.214474 0.167576 1.9 0.7 -1.4
I 4.104405 0.917856 0.251818 0.1 -0.4 -0.4
F -0.187420 -1.944809 0.310892 -0.7 1.8 -1.5
P 3.800244 -1.262176 -0.957678 -1.5 -0.4 1.8
H -0.091182 -2.627194 0.873921 0.2 -1.8 1.5
```
Forces are in eV/Å.

Output
**Lowest unoccupied orbital energy**: -1.84 eV
**Structure (SMILES)**: S=PI.F
**DFT total energy**: -30958.5288 eV
**HOMO**: -9.203 eV

---

Record 6
Molecular formula: C4H12N2O
Method: DFT, the ωB97M-V functional and the def2-TZVPD basis

Geometry as XYZ:
```
19
Properties=species:S:1:pos:R:3:forces:R:3
H -1.609779 0.463022 -0.269108 -0.4 0.2 -0.3
O -2.155984 1.755911 1.857299 -0.2 -0.1 0.7
H 0.925338 -3.182214 -1.134555 0.5 -0.1 0.2
C -1.224141 2.207290 0.912528 0.3 -0.5 -0.6
C -0.769925 1.113886 -0.043832 0.5 -0.8 0.4
H 0.642444 -2.385018 -2.441868 0.2 0.0 -0.3
H 0.852407 0.704922 1.213020 -0.1 0.0 -0.3
N 1.362449 -2.487492 -1.736353 -0.3 -0.1 0.3
H -1.721779 1.220467 2.537326 0.0 0.1 -0.4
H -0.402289 -1.604933 -0.014983 0.1 -0.1 0.1
C 1.432212 -1.203422 -1.019324 -1.2 0.2 -0.1
H -0.398756 1.581757 -0.946940 0.0 0.2 -0.6
H 0.975804 -0.460566 -1.669927 0.4 0.3 -0.3
H -0.342854 2.666688 1.373472 0.0 0.1 0.1
N 0.217685 0.258775 0.566716 0.8 0.2 1.7
H 2.431691 -0.868762 -0.788840 0.5 -0.2 0.0
C 0.544383 -1.099787 0.235698 -0.9 0.2 -1.4
H -1.717291 2.946379 0.295071 -0.2 0.4 0.1
H 0.958386 -1.626903 1.074599 0.3 -0.1 0.6
```
Forces are in eV/Å.

Output
**Lowest unoccupied orbital energy**: 0.93 eV
**Structure (SMILES)**: NCCNCCO
**DFT total energy**: -9369.2904 eV
**HOMO**: -8.300 eV

---

Record 7
Molecular formula: C2H3N4S2
Method: DFT, the ωB97M-V functional and the def2-TZVPD basis

Geometry as XYZ:
```
11
Properties=species:S:1:pos:R:3:forces:R:3
N 3.507609 1.055545 0.311986 0.7 0.7 0.2
H -0.800525 0.013116 -0.869078 1.2 -1.0 1.3
S 0.619994 -1.802759 0.201010 2.9 1.3 -0.3
N 2.582740 -0.807204 0.257314 -4.4 -0.1 1.1
C 4.352701 0.075850 -0.064325 3.0 1.3 0.0
C -0.232344 -0.235147 0.121778 0.0 0.8 -2.8
H -1.006964 -0.274831 0.860301 0.1 0.7 0.9
N 2.403704 0.446731 0.539861 -1.9 -0.7 -0.3
H 0.656955 0.528845 0.126586 -1.6 -0.9 1.0
S 5.994820 0.259033 -0.381266 1.2 0.4 -0.4
N 3.798148 -1.105510 -0.070532 -1.0 -2.6 -0.8
```
Forces are in eV/Å.

Output
**Lowest unoccupied orbital energy (alpha / beta)**: 1.64 / 1.64 eV
**DFT total energy**: -29750.9941 eV
**Charge**: -1
**HOMO (alpha / beta)**: -2.925 / -2.925 eV